Density functional theory data (wB97M-V/def2-TZVPD) for a gas-phase ion, C5H12NO (charge +1) at a distorted geometry.

Results
structure (SMILES) = C=CC[C@@H]([NH3+])CO
calculated total energy = -8908.839 eV
gap between HOMO and LUMO = 10.4008 eV
max |F| = 0.0781 hartree/bohr
net charge = +1
lowest unoccupied orbital energy = -3.3983 eV

```
19
Properties=species:S:1:pos:R:3:lowdin_charge:R:1
C 1.87 -0.19 -0.84 -0.205
O 2.23 1.02 -1.34 -0.038
C 0.36 0.00 -0.34 -0.273
C -0.18 -0.90 0.78 -0.172
C -1.65 -0.82 1.16 -0.189
C -2.62 -0.74 0.24 0.020
N 0.11 1.47 -0.10 0.218
H 1.93 -1.01 -1.59 0.145
H 2.31 -0.56 0.17 0.158
H 3.10 1.39 -1.18 0.129
H -0.34 -0.17 -1.18 0.134
H 0.25 -0.55 1.77 0.126
H 0.22 -1.96 0.68 0.159
H -1.95 -0.59 2.18 0.101
H -2.26 -0.97 -0.76 0.057
H -3.72 -0.84 0.51 0.102
H -0.61 1.70 0.61 0.180
H 1.00 1.79 0.27 0.158
H -0.06 1.93 -1.02 0.189
```

Density functional theory data (wB97M-V/def2-TZVPD) for a molecular structure, C25H46BrGeMoN2O3PSi3Te at a distorted geometry.

Results
calculated total energy = -204401.661 eV
gap between HOMO and LUMO (spin up / spin down) = 5.6185 / 5.2865 eV
max |F| = 0.0342 hartree/bohr
spin multiplicity = 4
net charge = +3
lowest unoccupied orbital energy (spin up / spin down) = -9.7925 / -10.1428 eV

```
84
Properties=species:S:1:pos:R:3:lowdin_charge:R:1
Mo 0.91 -0.07 0.32 0.915
Br 5.47 -2.70 -4.96 0.857
C 4.52 -2.32 -3.40 -0.679
C 5.10 -1.52 -2.42 -0.085
C 4.41 -1.25 -1.25 -0.038
C 3.13 -1.77 -1.08 -0.330
C 2.53 -2.53 -2.07 -0.042
C 3.24 -2.83 -3.22 -0.091
N 2.38 -1.49 0.13 -0.097
C 2.99 -1.64 1.26 -0.013
C 2.24 -1.37 2.48 -0.237
C 2.67 -1.70 3.75 0.040
C 1.81 -1.53 4.83 0.016
C 0.54 -1.05 4.59 0.002
C 0.17 -0.73 3.29 -0.097
N 1.00 -0.87 2.25 -0.075
H 6.09 -1.12 -2.57 0.120
H 4.85 -0.63 -0.48 0.117
H 1.53 -2.93 -1.92 0.104
H 2.80 -3.46 -3.98 0.117
H 4.00 -2.04 1.28 0.160
H 3.68 -2.06 3.89 0.142
H 2.13 -1.77 5.83 0.139
H -0.16 -0.90 5.40 0.133
H -0.80 -0.32 3.06 0.075
C 4.68 3.09 -0.25 -0.056
C 3.90 3.08 1.04 -0.199
O 2.69 2.24 0.94 -0.295
P 1.43 2.59 0.06 0.118
O 0.25 1.98 0.83 -0.565
Te 1.40 1.34 -2.01 0.744
O 1.42 4.14 -0.02 -0.234
C 0.80 4.94 -1.09 -0.226
C 1.79 5.25 -2.18 -0.066
H 5.56 3.72 -0.14 0.103
H 4.08 3.49 -1.07 0.061
H 5.01 2.09 -0.52 0.074
H 3.58 4.08 1.33 0.124
H 4.46 2.64 1.85 0.126
H 0.46 5.84 -0.60 0.135
H -0.07 4.40 -1.47 0.099
H 2.64 5.81 -1.78 0.095
H 1.30 5.86 -2.93 0.100
H 2.17 4.35 -2.66 0.042
C -1.30 -1.65 -3.24 -0.223
Si -2.53 -0.57 -2.33 0.331
C -4.21 -1.38 -2.28 -0.207
C -2.58 1.21 -2.92 -0.214
Ge -1.50 -0.06 -0.14 0.743
Si -2.72 -3.75 1.31 0.880
C -4.41 -3.12 1.10 -0.138
C -2.00 -3.94 2.97 -0.150
C -1.74 -4.18 -0.16 -0.150
Si -2.93 1.69 1.00 0.380
C -2.58 1.60 2.82 -0.217
C -2.58 3.36 0.27 -0.181
C -4.61 1.04 0.53 -0.218
H -1.29 -1.40 -4.30 0.052
H -1.58 -2.71 -3.16 0.030
H -0.29 -1.52 -2.85 -0.022
H -4.71 -1.18 -3.23 0.060
H -4.86 -1.00 -1.50 0.012
H -4.14 -2.47 -2.19 0.026
H -2.20 1.28 -3.94 0.054
H -1.95 1.85 -2.30 -0.027
H -3.59 1.60 -2.90 0.052
H -4.72 -2.48 1.93 0.059
H -5.11 -3.96 1.05 0.083
H -4.50 -2.57 0.15 0.019
H -2.36 -3.17 3.65 0.054
H -0.91 -3.93 2.93 0.048
H -2.31 -4.91 3.39 0.077
H -2.35 -4.18 -1.06 0.049
H -1.29 -5.17 -0.04 0.071
H -0.92 -3.46 -0.28 0.030
H -1.51 1.73 3.01 0.018
H -2.92 0.67 3.28 0.030
H -3.10 2.42 3.33 0.056
H -1.58 3.70 0.56 0.018
H -3.30 4.07 0.68 0.062
H -2.67 3.38 -0.81 0.029
H -4.80 0.05 0.94 0.019
H -4.73 1.00 -0.56 0.016
H -5.39 1.71 0.91 0.057
```

Density functional theory data (wB97M-V/def2-TZVPD) for a molecular structure, C14H12O12Tl at a distorted geometry.

Results
calculated total energy = -43967.939 eV
gap between HOMO and LUMO (spin up / spin down) = 5.7848 / 4.4795 eV
max |F| = 0.1144 hartree/bohr
spin multiplicity = 2
net charge = -2
lowest unoccupied orbital energy (spin up / spin down) = 4.1189 / 2.3283 eV

```
39
Properties=species:S:1:pos:R:3:lowdin_charge:R:1
Tl 0.21 0.13 -0.24 1.060
C 0.42 -4.29 2.27 0.001
C -0.01 -2.93 2.12 -0.351
C -1.26 -2.44 3.09 -0.232
O -1.71 -1.28 3.02 0.082
C -1.94 -3.44 3.88 0.077
C -1.58 -4.73 3.88 -0.315
C -0.36 -5.15 3.03 -0.350
O 0.06 -6.40 3.08 -0.106
O -2.40 -5.52 4.48 0.033
O 0.47 -2.14 1.35 -0.082
H 1.35 -4.63 1.83 0.109
H -2.78 -3.12 4.49 0.130
C 0.38 5.12 -1.16 0.102
C 0.68 3.68 -1.02 -0.218
C 2.09 3.25 -0.35 -0.310
O 2.19 2.12 0.17 -0.105
C 3.06 4.34 -0.23 0.025
C 2.71 5.63 -0.51 -0.389
C 1.35 6.03 -0.87 -0.349
O 0.91 7.24 -0.86 0.034
O 3.71 6.49 -0.46 -0.076
O -0.15 2.80 -1.44 -0.032
H -0.66 5.38 -1.25 0.131
H 4.09 4.13 0.01 0.112
O -2.55 0.23 0.17 -0.526
H -2.91 0.98 -0.35 -0.132
O -0.64 1.44 2.28 -0.126
H -0.36 0.53 2.51 -0.059
C -0.57 -2.14 -3.04 -0.227
C -0.45 -0.81 -3.79 -0.281
O -0.88 0.36 -3.13 -0.081
O 0.20 -2.07 -1.85 -0.187
H -0.24 -2.94 -3.70 0.118
H -1.63 -2.23 -2.78 0.124
H -0.97 -0.89 -4.74 0.105
H 0.53 -0.84 -4.28 0.108
H -1.12 0.96 -3.85 0.091
H 0.74 -2.85 -1.78 0.090
```

Density functional theory data (wB97M-V/def2-TZVPD) for a molecular structure, C38H32N6OP2PdS2Se2 at a distorted geometry.

Results
calculated total energy = -225321.159 eV
gap between HOMO and LUMO = 4.4502 eV
max |F| = 0.0298 hartree/bohr
net charge = +2
lowest unoccupied orbital energy = -7.6670 eV

```
84
Properties=species:S:1:pos:R:3:lowdin_charge:R:1
Pd 0.13 -0.32 -0.16 0.639
N -1.18 -0.53 2.93 0.150
C -2.09 -0.76 1.92 -0.271
C -3.42 -0.98 2.33 0.024
C -4.40 -1.16 1.39 -0.006
C -4.06 -1.12 0.04 -0.021
C -2.75 -0.91 -0.29 -0.171
N -1.76 -0.75 0.63 -0.084
C 0.20 -0.46 2.97 -0.288
C 0.81 -0.65 4.22 0.023
C 2.18 -0.57 4.31 -0.010
C 2.93 -0.32 3.16 -0.020
C 2.26 -0.14 1.98 -0.125
N 0.91 -0.20 1.88 -0.013
H -1.60 -0.61 3.85 0.147
H -3.64 -1.01 3.38 0.131
H -5.42 -1.33 1.71 0.133
H -4.80 -1.23 -0.74 0.127
H -2.46 -0.87 -1.33 0.051
H 0.20 -0.85 5.09 0.130
H 2.67 -0.72 5.27 0.131
H 4.01 -0.27 3.18 0.124
H 2.80 0.04 1.06 0.088
Se 4.34 3.22 -4.39 0.380
P 4.75 2.58 -2.45 0.527
C 6.31 1.68 -2.27 -0.343
C 7.20 1.71 -3.34 -0.098
C 8.44 1.09 -3.22 -0.058
C 8.80 0.45 -2.05 -0.061
C 7.91 0.42 -0.98 -0.067
C 6.67 1.03 -1.08 -0.098
C 4.80 3.90 -1.21 -0.347
C 5.00 5.21 -1.64 -0.096
C 5.22 6.22 -0.70 -0.066
C 5.24 5.92 0.65 -0.086
C 5.01 4.62 1.08 -0.082
C 4.79 3.61 0.15 -0.091
C 3.48 1.43 -1.79 -0.366
C 2.14 1.58 -1.44 -0.388
N 1.76 0.34 -1.01 -0.291
N 2.76 -0.51 -1.13 -0.042
N 3.80 0.13 -1.59 0.060
P 0.97 2.91 -1.30 0.764
Se -0.88 1.85 -0.67 0.573
C 0.56 3.71 -2.83 -0.385
C 0.71 3.00 -4.02 -0.111
C 0.26 3.57 -5.20 -0.050
C -0.33 4.82 -5.19 -0.035
C -0.52 5.51 -4.00 -0.045
C -0.09 4.95 -2.81 -0.082
C 1.54 4.03 -0.04 -0.350
C 1.56 3.56 1.28 -0.105
C 1.99 4.38 2.30 -0.061
C 2.37 5.69 2.02 -0.060
C 2.36 6.15 0.72 -0.064
C 1.95 5.33 -0.32 -0.069
H 6.92 2.21 -4.25 0.054
H 9.13 1.12 -4.06 0.113
H 9.76 -0.03 -1.96 0.113
H 8.18 -0.09 -0.06 0.108
H 5.99 0.99 -0.25 0.084
H 5.00 5.43 -2.70 0.069
H 5.39 7.23 -1.04 0.118
H 5.43 6.70 1.37 0.121
H 5.03 4.38 2.14 0.116
H 4.62 2.60 0.50 0.096
H 1.18 2.03 -4.03 0.100
H 0.40 3.04 -6.13 0.120
H -0.67 5.26 -6.12 0.120
H -1.01 6.47 -3.99 0.119
H -0.26 5.47 -1.88 0.112
H 1.23 2.55 1.50 0.071
H 2.00 4.02 3.32 0.115
H 2.69 6.34 2.82 0.125
H 2.68 7.17 0.50 0.126
H 1.99 5.69 -1.34 0.115
C 0.34 -4.25 -3.35 0.003
O 0.57 -4.08 -1.92 -0.102
C 0.38 -2.93 -1.39 -1.185
S -0.13 -1.53 -2.17 0.815
S 0.64 -2.65 0.25 0.839
H 0.70 -5.25 -3.57 0.112
H 0.92 -3.50 -3.89 0.097
H -0.72 -4.17 -3.55 0.106
```

Density functional theory data (wB97M-V/def2-TZVPD) for a single C5H7NO molecule.

Results
structure (SMILES) = CC1=CNC(=O)C1
calculated total energy = -8835.704 eV
gap between HOMO and LUMO = 9.3779 eV
max |F| = 0.0143 hartree/bohr
lowest unoccupied orbital energy = 0.7717 eV

```
14
Properties=species:S:1:pos:R:3:lowdin_charge:R:1
C -1.90 0.63 -0.29 -0.052
C -0.45 0.28 -0.07 -0.269
C 0.58 1.09 0.17 -0.081
N 1.78 0.38 0.45 0.075
C 1.49 -0.99 0.51 -0.456
O 2.28 -1.85 0.85 0.083
C 0.11 -1.13 -0.09 -0.051
H -2.03 1.23 -1.20 0.077
H -2.32 1.20 0.54 0.078
H -2.50 -0.28 -0.41 0.074
H 0.57 2.17 0.25 0.121
H 2.60 0.59 -0.09 0.135
H -0.49 -1.94 0.32 0.126
H 0.34 -1.39 -1.13 0.140
```

Density functional theory data (wB97M-V/def2-TZVPD) for 5 unconnected molecules or ions with the total composition C30H50ClN2O6S.

Results
calculated total energy = -70533.549 eV
gap between HOMO and LUMO = 6.5450 eV
max |F| = 0.0189 hartree/bohr
net charge = +1
lowest unoccupied orbital energy = -4.4596 eV

```
90
Properties=species:S:1:pos:R:3:lowdin_charge:R:1
C -5.11 3.33 -0.56 0.210
C -4.27 2.62 -0.07 -0.053
C -3.44 1.65 0.55 -0.107
C -2.86 1.87 1.78 0.116
C -2.04 0.90 2.38 -0.207
C -1.35 1.12 3.70 -0.134
C 0.17 1.13 3.49 -0.258
C 0.65 2.31 2.64 -0.527
S 0.46 3.84 3.62 0.730
N -1.83 -0.26 1.78 0.207
N -2.42 -0.46 0.61 -0.004
C -2.13 -1.79 0.03 -0.072
C -1.64 -2.74 1.14 -0.793
O -0.51 -2.99 1.35 0.100
Cl -2.98 -3.45 2.05 0.706
C -3.18 0.39 -0.06 -0.084
C -3.77 0.07 -1.40 -0.066
C -2.74 0.07 -2.55 -0.380
C -3.42 0.48 -3.86 -0.008
O -1.70 1.03 -2.27 -0.021
H -5.85 3.98 -0.96 0.062
H -3.01 2.81 2.29 0.150
H -1.65 2.10 4.08 0.089
H -1.65 0.33 4.38 0.132
H 0.69 1.15 4.45 0.115
H 0.46 0.21 2.98 0.110
H 1.70 2.22 2.36 0.042
H 0.06 2.42 1.73 0.069
H 0.26 4.74 2.65 -0.143
H -1.32 -1.72 -0.69 0.132
H -3.04 -2.21 -0.39 0.120
H -4.55 0.80 -1.61 0.101
H -4.27 -0.90 -1.37 0.127
H -2.27 -0.91 -2.69 0.133
H -3.08 -0.13 -4.70 0.087
H -4.50 0.42 -3.78 0.077
H -3.14 1.51 -4.08 0.096
H -0.95 0.58 -1.87 0.090
C 5.27 3.24 0.01 -0.161
C 5.72 4.00 1.25 -0.159
C 4.41 4.16 2.01 -0.192
O 3.61 3.02 1.69 -0.182
C 4.21 2.32 0.58 -0.195
H 6.07 2.70 -0.49 0.112
H 4.82 3.93 -0.71 0.114
H 6.42 3.39 1.82 0.106
H 6.20 4.96 1.03 0.115
H 3.87 5.06 1.70 0.118
H 4.55 4.21 3.09 0.119
H 4.65 1.39 0.96 0.101
H 3.43 2.06 -0.14 0.114
C 0.78 -4.06 -1.68 -0.184
C 1.24 -5.36 -2.35 -0.163
C 1.94 -4.83 -3.59 -0.196
O 2.49 -3.56 -3.24 -0.134
C 1.95 -3.13 -1.99 -0.211
H 0.59 -4.15 -0.62 0.093
H -0.13 -3.69 -2.17 0.105
H 1.95 -5.87 -1.70 0.119
H 0.42 -6.04 -2.58 0.114
H 1.24 -4.69 -4.42 0.118
H 2.75 -5.48 -3.93 0.120
H 2.73 -3.21 -1.23 0.122
H 1.66 -2.08 -2.07 0.108
C 8.72 -0.80 2.72 -0.168
C 7.90 -1.50 1.64 -0.168
C 6.90 -0.43 1.25 -0.220
O 7.56 0.83 1.45 -0.159
C 8.77 0.62 2.18 -0.198
H 9.70 -1.23 2.87 0.114
H 8.18 -0.82 3.67 0.114
H 8.54 -1.74 0.78 0.116
H 7.43 -2.42 1.97 0.112
H 6.02 -0.46 1.90 0.112
H 6.57 -0.50 0.22 0.117
H 9.62 0.76 1.50 0.120
H 8.84 1.37 2.97 0.117
C -8.74 -0.74 -0.85 -0.161
C -9.04 -1.25 -2.26 -0.161
C -8.26 -0.27 -3.12 -0.190
O -7.12 0.12 -2.34 -0.166
C -7.28 -0.31 -0.99 -0.225
H -8.88 -1.49 -0.07 0.116
H -9.36 0.12 -0.62 0.118
H -8.65 -2.26 -2.38 0.116
H -10.11 -1.26 -2.49 0.117
H -8.85 0.62 -3.34 0.121
H -7.92 -0.71 -4.06 0.119
H -6.60 -1.15 -0.82 0.107
H -7.01 0.51 -0.32 0.111
```